(1)
{"formula": "C30H92O16", "method": "ωB97M-V with the def2-TZVPD basis set", "e_lumo_ev": -0.25, "energy_ev": -65362.8316, "homo_lumo_gap_ev": 8.74, "symbols": ["H", "H", "O", "C", "O", "H", "H", "H", "C", "H", "H", "H", "H", "H", "H", "O", "O", "H", "H", "H", "H", "H", "C", "H", "C", "O", "H", "H", "H", "O", "O", "H", "H", "C", "H", "H", "H", "C", "C", "C", "H", "H", "H", "C", "H", "H", "C", "H", "C", "C", "H", "H", "H", "H", "H", "H", "H", "H", "O", "O", "H", "C", "H", "O", "H", "H", "H", "H", "H", "H", "H", "C", "H", "H", "H", "H", "H", "H", "H", "H", "H", "O", "O", "C", "C", "C", "O", "C", "H", "H", "C", "H", "C", "H", "H", "H", "H", "H", "H", "H", "C", "H", "H", "C", "H", "O", "C", "H", "H", "C", "H", "H", "O", "H", "H", "C", "C", "H", "H", "H", "H", "H", "H", "C", "H", "H", "H", "O", "C", "H", "H", "C", "H", "H", "H", "H", "C", "H"], "positions_angstrom": [[10.17865, 14.30160, 18.21228], [10.23306, 10.19376, 9.89524], [12.05205, 10.26054, 11.83656], [13.83240, 6.46604, 15.78718], [11.48755, 5.99875, 16.23793], [12.78853, 8.94947, 15.42885], [14.89189, 11.79634, 18.18543], [13.92383, 9.21199, 9.72614], [18.56042, 9.35532, 14.56383], [12.30295, 10.04261, 10.92125], [8.90086, 11.10361, 6.43890], [9.69814, 11.01845, 15.70914], [12.61402, 14.44167, 10.88084], [11.10788, 8.70716, 15.83610], [9.22694, 11.39220, 8.94790], [8.32469, 14.01927, 13.04358], [16.67400, 11.93089, 17.18056], [13.17888, 16.49459, 9.52470], [16.47806, 5.52477, 11.24230], [17.07561, 15.24866, 15.86906], [12.43145, 12.22412, 11.28917], [16.57506, 11.02866, 19.83433], [12.46143, 7.03782, 16.24486], [18.34876, 7.22730, 14.18507], [12.34964, 14.48591, 9.81468], [18.64166, 10.23122, 15.68707], [10.26696, 9.78616, 12.33824], [14.62000, 6.88909, 10.05453], [14.83178, 15.60715, 13.76082], [12.98284, 9.34467, 9.45516], [7.77452, 11.45482, 13.90387], [11.88087, 16.00479, 8.41141], [13.11311, 12.65872, 9.28917], [15.01462, 10.09875, 16.78854], [11.52394, 6.91179, 10.91729], [17.71151, 10.96860, 13.54425], [17.29519, 11.39131, 16.66266], [10.81188, 14.89524, 17.54691], [12.13613, 14.19503, 17.25391], [15.60004, 15.97335, 14.45961], [14.50768, 12.41442, 12.42839], [15.78883, 9.36062, 16.51966], [16.84164, 11.22918, 9.19720], [15.33792, 7.30424, 10.79188], [14.16845, 9.57957, 17.24064], [10.75099, 13.65192, 8.82939], [11.94193, 12.02878, 13.42309], [11.58603, 12.11267, 17.73746], [11.99209, 8.20579, 15.43534], [12.23615, 15.93423, 9.45346], [10.83315, 9.23126, 7.54629], [11.36108, 12.57735, 16.02044], [17.46420, 9.50955, 12.63747], [14.39313, 13.84546, 9.44017], [11.96480, 11.14921, 14.07920], [9.69842, 15.12613, 13.17315], [10.89126, 12.30292, 13.26165], [10.36162, 14.92075, 16.54905], [12.73573, 14.89408, 16.19878], [10.84967, 7.49672, 10.55416], [13.67654, 14.66789, 16.13490], [16.92954, 13.80271, 14.32766], [14.50066, 11.07308, 11.31329], [10.45138, 15.74407, 13.09996], [17.17475, 7.12374, 11.52837], [16.16448, 8.61848, 9.54353], [12.80908, 14.21099, 18.13664], [17.19258, 9.81148, 18.68820], [14.33222, 5.83893, 16.52995], [13.00117, 12.39927, 16.66020], [14.49483, 7.28860, 15.51070], [7.62240, 11.16598, 15.28938], [17.57016, 14.26967, 13.56952], [12.99678, 9.99980, 8.74287], [8.18638, 13.07914, 13.29740], [19.06844, 7.62490, 15.73324], [11.46420, 16.36573, 10.08818], [12.48286, 12.84240, 13.92543], [11.35664, 8.13945, 10.04294], [14.65178, 10.60230, 15.88847], [11.81853, 7.88711, 14.39335], [15.29836, 14.18884, 16.04658], [16.88696, 11.30878, 10.14963], [14.13371, 11.40456, 12.28129], [10.10488, 10.72980, 8.95132], [8.76375, 8.86074, 7.90976], [15.54510, 8.65476, 10.27903], [14.60471, 7.42005, 12.12574], [9.06201, 7.92790, 8.38092], [15.70280, 13.39325, 16.43217], [13.37803, 13.68689, 9.04769], [13.58656, 5.85495, 14.91944], [7.42194, 12.47674, 16.03138], [15.62120, 9.59172, 19.49614], [11.00841, 11.28239, 8.70768], [8.29748, 13.10366, 15.85260], [8.72065, 10.12565, 16.86130], [7.52542, 14.47298, 13.31813], [13.80119, 8.15448, 11.99913], [16.43852, 10.54130, 10.51251], [18.30981, 7.94932, 15.00927], [17.40978, 12.98940, 14.89106], [6.74010, 10.51187, 15.37222], [16.29959, 10.32576, 19.04954], [9.03678, 9.47117, 15.20235], [11.06672, 13.83387, 9.71657], [12.63682, 11.56570, 12.14186], [17.32774, 7.89045, 15.48684], [14.28018, 6.51301, 12.64368], [16.58220, 6.52342, 10.82289], [13.40786, 13.78506, 7.96458], [16.06698, 13.39672, 13.79527], [9.74943, 10.65566, 6.50476], [19.48855, 9.39634, 13.96964], [17.11013, 6.51938, 9.86457], [9.91887, 9.80625, 7.75782], [17.46380, 9.91000, 13.65463], [8.22002, 10.70406, 13.46939], [9.34020, 8.60110, 12.08545], [15.14886, 16.75766, 15.06673], [14.40733, 10.72857, 13.10333], [16.40577, 16.42869, 13.87469], [10.87167, 6.02866, 15.49653], [11.98190, 12.70953, 16.90934], [12.53791, 7.33763, 17.30409], [8.44214, 8.64624, 6.88474], [7.91523, 9.28065, 8.47074], [9.35272, 9.47018, 12.50048], [15.62189, 11.07480, 17.82667], [10.94339, 15.91905, 17.89339], [7.39755, 12.26695, 17.09544], [8.83259, 10.36996, 15.80185], [6.48945, 12.98605, 15.77259], [16.46425, 9.87852, 14.10308], [11.16067, 15.20501, 12.74381], [19.27735, 9.95345, 16.34878], [16.29568, 14.82476, 15.20777], [15.35221, 7.90355, 12.76445]], "forces_ev_per_a": [[0.1, 0.2, 0.1], [-0.2, 0.2, -0.1], [0.0, 0.5, 0.1], [-0.9, 0.4, -0.1], [-0.2, -0.6, 0.4], [0.0, 0.2, -0.2], [-0.1, 0.0, 0.0], [-0.4, 0.0, -0.2], [0.0, 0.0, -0.9], [-0.1, 0.0, 0.2], [-0.2, -0.2, 0.6], [0.3, 0.1, 0.0], [-0.2, -0.3, -0.1], [0.0, -0.3, 0.0], [0.4, 0.0, 0.5], [-0.1, -0.3, 0.0], [-1.3, -0.6, 0.7], [-0.2, -0.2, 0.2], [-0.2, 0.0, -0.2], [-0.3, 0.1, -0.1], [-0.1, 0.0, 0.3], [0.1, 0.1, -0.2], [0.2, -0.6, 0.7], [-0.1, 0.2, 0.0], [-0.3, -0.3, -0.3], [-0.5, 0.6, 0.0], [-0.2, 0.0, 0.0], [0.3, -0.2, 0.3], [0.2, 0.0, 0.2], [0.5, 0.1, -0.3], [0.3, 0.0, -0.3], [0.1, 0.1, 0.2], [0.3, -0.3, -0.2], [0.5, 0.3, 0.7], [-0.1, 0.0, 0.0], [-0.2, 0.1, -0.2], [-0.3, -0.2, 0.1], [0.3, -0.6, -0.8], [0.1, -0.2, 1.0], [0.7, -0.5, -0.6], [0.5, 0.0, 0.3], [-0.3, 0.2, 0.0], [0.0, 0.0, -0.2], [-2.9, -0.6, -1.4], [0.0, -0.1, 0.0], [0.5, 0.3, -0.4], [0.3, -0.3, -0.2], [0.1, 0.1, -0.1], [0.4, 0.4, -0.6], [-0.4, 0.4, -0.8], [-0.2, 0.3, -0.1], [0.0, 0.0, 0.1], [0.0, -0.3, 0.3], [-0.2, 0.1, -0.2], [-0.1, 0.2, 0.2], [0.2, 0.1, -0.1], [0.3, 0.0, 0.0], [-0.4, 0.2, 0.2], [-0.3, 0.3, -0.4], [0.0, -0.1, 0.1], [0.1, -0.1, 0.1], [-0.7, -0.3, -0.9], [0.3, -0.3, 0.1], [-0.1, 0.1, 0.0], [0.6, -0.5, -0.1], [0.1, -0.2, -0.1], [-0.2, 0.2, -0.1], [0.0, 0.0, 0.0], [-0.3, 0.1, 0.0], [-0.1, -0.5, 0.0], [0.1, -0.1, -0.1], [-0.2, -0.8, 0.0], [0.2, -0.3, 0.3], [-0.1, -0.2, 0.1], [0.0, 0.3, 0.0], [-0.1, 0.0, -0.1], [0.1, 0.3, 0.0], [-0.2, -0.1, -0.2], [0.1, 0.1, -0.1], [0.2, 0.1, 0.1], [-0.1, 0.2, 0.2], [0.7, 0.0, -0.3], [0.3, 0.3, 0.2], [-0.5, 0.5, -0.1], [0.1, -0.2, -1.1], [-0.6, -0.2, -0.6], [0.3, 0.1, 0.7], [1.0, 1.3, -0.1], [0.0, 0.0, 0.2], [0.1, 0.0, 0.1], [0.6, -0.6, 0.6], [0.4, -0.1, -0.2], [0.2, -0.5, 0.1], [0.0, 0.0, -0.2], [0.0, 0.5, 0.5], [-0.2, 0.2, -0.1], [-0.1, -0.2, -0.1], [-0.1, 0.0, 0.0], [-0.2, -0.3, 0.2], [-0.2, -0.2, 0.1], [0.0, -0.7, 0.3], [0.1, 0.5, -0.3], [0.0, 0.3, 0.2], [-0.9, 0.5, -1.1], [-0.3, 0.2, 0.2], [0.1, 0.2, 1.0], [-0.8, -0.8, 0.2], [0.1, -0.1, 0.0], [0.0, 0.0, -0.6], [1.4, 0.7, 0.8], [-0.3, 0.3, -0.1], [0.2, -0.5, -0.3], [1.0, -1.1, 1.2], [0.0, 0.1, 0.3], [-0.1, -0.2, 0.1], [-0.4, 1.1, -1.0], [0.3, 0.9, 0.3], [-0.1, 0.1, -0.1], [0.0, 0.0, -0.1], [0.1, -0.3, 0.3], [0.0, 0.2, -0.3], [-0.3, 0.2, -0.2], [0.4, 0.4, 0.0], [0.2, 0.4, -0.2], [0.0, 0.0, -0.3], [-0.2, -0.3, 0.2], [0.3, 0.0, -0.2], [0.3, 0.1, 0.1], [2.0, -0.3, -0.3], [0.0, -0.1, 0.1], [-0.1, 0.0, 0.3], [-0.1, 0.5, -0.1], [0.2, 0.0, -0.2], [0.2, -0.3, 0.0], [0.1, 0.0, 0.0], [0.2, -0.4, -0.1], [-0.6, 1.0, 1.6], [-0.2, 0.0, 0.4]]}

(2)
{"formula": "C11H35B4CsN4O9PS", "method": "ωB97M-V with the def2-TZVPD basis set", "e_lumo_ev": -3.46, "energy_ev": -59740.6277, "charge": 1, "homo_lumo_gap_ev": 6.73, "symbols": ["H", "O", "B", "H", "C", "H", "H", "C", "H", "Cs", "H", "H", "H", "H", "C", "H", "H", "H", "H", "H", "P", "H", "H", "H", "H", "N", "H", "C", "N", "H", "H", "H", "H", "H", "H", "B", "H", "S", "N", "H", "O", "H", "B", "C", "C", "O", "H", "O", "H", "O", "N", "O", "C", "H", "H", "B", "C", "H", "O", "C", "H", "O", "O", "H", "C", "C"], "positions_angstrom": [[-2.64486, -3.17926, -2.63916], [4.06298, -2.83185, -5.04139], [0.01071, -0.40235, 5.24438], [-2.34104, -1.23593, 0.48395], [-1.75878, -1.41021, -0.42420], [1.20262, -2.46778, -4.00541], [1.17092, 2.43484, 6.33036], [5.73546, -4.63448, -4.06692], [-1.36817, -0.43650, -0.75561], [1.41051, -2.61987, 6.15290], [0.30683, -5.49178, -2.83831], [-3.63251, 6.33535, 1.05509], [0.17747, -3.31883, 1.48419], [1.04307, -0.38371, -0.36385], [5.02255, -4.70429, -6.64138], [-1.66479, 4.03330, 3.58776], [-3.17668, 0.60710, 3.00575], [-2.02050, 10.50230, 2.84100], [2.48941, -1.37323, -0.64856], [-3.72555, 5.66658, 2.70547], [0.29958, -3.11109, -1.32470], [4.72321, -4.18100, -7.54667], [0.63946, -1.62174, 1.29895], [-5.19381, 5.83801, 1.72755], [4.87983, -5.29037, -3.90527], [-0.74173, -2.40604, -0.15409], [-3.13283, 11.22634, 4.02038], [1.74165, -1.92993, -3.23386], [-1.90529, 3.36255, 2.85830], [6.61766, -5.21522, -4.33543], [2.05135, -0.97881, -3.66384], [-0.75133, -1.05800, 5.88508], [-1.91707, -3.15728, -4.24587], [2.10410, -0.00202, -1.69591], [-0.96681, -2.05488, 1.90538], [1.09115, 1.59486, 5.50079], [-1.14518, 3.44340, 2.18461], [5.36218, -3.47114, -5.38328], [0.87712, -1.67844, -2.04563], [-0.93652, -5.15203, -4.02484], [-4.49118, 7.58756, 2.47764], [-2.47386, -1.75357, -1.16367], [-0.33997, 1.23851, 3.81570], [-3.39656, 8.26340, 2.81929], [-0.65191, -5.00390, -2.98126], [-0.20337, -0.18141, 3.91118], [-1.39239, -5.50231, -2.34509], [1.11985, 0.21853, 5.82369], [-1.62866, -1.81029, -3.17519], [0.82863, 1.91146, 4.18502], [-0.56000, -3.57136, -2.71200], [0.64391, -4.41628, -0.71423], [-0.19205, -2.33406, 1.18838], [5.93734, -4.06102, -3.16468], [2.63582, -2.50311, -2.98505], [-1.84507, 2.00931, 3.39841], [-1.74602, -2.89285, -3.19964], [4.21488, -5.35463, -6.30580], [-2.26411, 7.85922, 2.73465], [-2.68386, 10.29890, 3.67902], [5.92579, -5.28269, -6.83455], [-3.76679, 9.45705, 3.27239], [-2.98218, 1.28394, 3.66430], [-2.12763, 9.84155, 4.49483], [1.67338, -0.82848, -1.13394], [-4.23035, 6.27999, 1.96287]], "forces_ev_per_a": [[0.0, 0.0, 0.0], [0.0, 0.0, 0.1], [0.0, 0.6, -1.1], [0.1, -0.1, 0.1], [0.0, 0.4, -0.2], [-0.1, -0.1, 0.1], [0.4, -0.1, 0.1], [0.0, -0.1, 0.1], [0.0, 0.0, 0.0], [0.9, -1.3, 0.4], [0.0, 0.0, 0.1], [0.1, 0.0, 0.1], [0.1, 0.0, -0.1], [-0.1, -0.1, 0.0], [0.0, -0.1, 0.0], [-0.2, 0.3, -0.1], [-0.1, -0.2, 0.3], [0.0, -0.1, 0.0], [0.1, 0.0, -0.1], [0.1, 0.0, 0.0], [-4.8, 0.1, -1.3], [0.0, 0.0, 0.0], [-0.1, 0.1, 0.1], [-0.1, 0.1, 0.1], [0.0, 0.0, 0.0], [0.3, 0.0, 0.2], [-0.1, 0.0, 0.0], [-0.2, 0.0, -0.3], [0.2, -0.5, 0.3], [0.0, 0.0, 0.0], [0.0, 0.1, 0.1], [0.1, -0.1, 0.0], [0.0, -0.1, 0.0], [0.0, -0.1, -0.1], [-0.1, 0.1, -0.1], [0.8, 0.1, -0.5], [0.1, 0.3, 0.1], [0.1, 0.1, -0.1], [2.3, -0.9, 0.6], [-0.1, 0.1, 0.0], [0.0, 0.0, 0.0], [0.1, 0.0, 0.0], [0.9, -0.4, -1.6], [0.0, 0.0, 0.0], [0.0, -0.2, 0.1], [-1.1, 0.4, 1.0], [0.0, 0.0, 0.0], [-1.0, 0.4, 0.7], [0.0, 0.0, 0.1], [-1.0, 0.3, 0.9], [-0.2, -0.4, 0.2], [2.5, 0.8, 0.3], [0.1, -0.5, 0.2], [0.0, 0.0, 0.0], [0.1, 0.1, 0.0], [0.0, 0.0, -0.3], [0.2, 0.3, -0.3], [0.0, 0.0, 0.0], [0.0, 0.0, 0.0], [0.0, 0.2, 0.1], [0.0, 0.0, 0.0], [0.0, 0.0, 0.0], [0.0, 0.3, -0.2], [0.0, -0.1, -0.1], [-0.4, 0.3, 0.2], [-0.1, -0.2, -0.1]]}